# 1
ORCA calculation (ωB97M-V with the def2-TZVPD basis set) on C2H6N2O3 as an isolated structure.

XYZ file:
```
13
Properties=species:S:1:pos:R:3:forces:R:3:mulliken_charge:R:1
C -1.5857 -0.5770 -0.7190 0.247 0.207 0.057 0.224
C -0.6283 -1.2876 0.1655 0.000 0.073 0.099 -0.502
O -0.6189 -0.2414 1.0746 -0.016 -0.095 -0.357 -0.631
O -1.2423 0.2142 -1.6286 0.047 -0.132 0.239 -0.577
H 0.0001 0.5262 -1.4607 -0.148 -0.077 0.068 0.486
H -2.6472 -0.6258 -0.4605 0.031 0.000 -0.025 0.370
H 0.3396 -1.4926 -0.3280 -0.041 0.030 -0.014 0.249
H -1.0121 -2.2336 0.5749 0.004 0.057 -0.058 0.305
N 1.7157 1.3430 0.9436 -0.365 -0.159 -0.263 -0.215
N 0.6974 1.3102 0.1410 0.546 -0.227 -0.360 0.188
O 1.0171 0.7434 -0.9755 -0.155 0.249 0.751 -0.439
H 2.4833 0.6924 0.7901 -0.126 0.074 -0.063 0.255
H 1.4812 1.6287 1.8825 -0.024 0.001 -0.074 0.286
```
Positions in Å, forces in eV/Å.

Computed properties:
**Gap between HOMO and LUMO (spin up / spin down)**: 8.4842 / 8.4833 eV
**Highest occupied orbital energy (spin up / spin down)**: -0.3110 / -0.3110 Eh
**LUMO (spin up / spin down)**: 0.001 / 0.001 Ha
**DFT total energy**: -414.86304 a.u.
**Net charge**: 0

# 2
ORCA calculation (ωB97M-V with the def2-TZVPD basis set) on C5H12N2O2 as an isolated structure.

XYZ file:
```
21
Properties=species:S:1:pos:R:3:forces:R:3:mulliken_charge:R:1
C 1.4068 1.3868 -1.3236 -0.163 -0.441 -0.096 -1.177
C 1.2875 0.7276 0.0277 0.840 2.416 1.577 0.296
C 2.3693 0.2828 0.7063 -0.682 -0.539 -0.584 -0.712
H 0.2797 -0.4225 -0.0660 -2.770 -2.051 -0.124 -0.103
H 1.7597 2.4134 -1.2215 0.000 -0.001 0.097 0.317
H 0.4286 1.4313 -1.8000 0.002 -0.042 -0.185 0.300
H 2.1013 0.8477 -1.9662 0.007 0.022 -0.115 0.355
H 3.3274 0.1418 0.2245 0.095 -0.035 -0.115 0.275
H 2.2748 -0.1250 1.7021 0.025 0.237 0.222 0.262
C -0.9619 -1.1192 0.1304 2.708 0.821 0.048 0.809
C -1.7503 0.1068 0.1262 0.585 2.094 -0.246 0.283
N -0.6953 -1.7416 1.3796 0.058 -0.453 0.141 -0.656
N -1.4519 0.9998 1.0090 -1.189 -0.929 -0.206 -0.750
O -1.3698 -2.0258 -0.8472 -0.003 0.103 0.015 -0.635
O -2.4076 0.4152 -1.0266 -0.228 -0.175 0.360 -0.536
H -0.8174 -2.8137 -0.7704 0.000 0.136 0.027 0.348
H -2.4732 -0.3840 -1.5696 0.026 -0.026 0.066 0.355
H -1.5384 -2.1372 1.7860 -0.007 0.098 0.042 0.214
H -0.3080 -1.0672 2.0284 -0.063 -0.028 -0.027 0.263
H 0.4360 1.1902 0.6533 0.898 -1.183 -0.763 0.271
H -1.8972 1.8928 0.8177 -0.138 -0.023 -0.132 0.218
```
Positions in Å, forces in eV/Å.

Computed properties:
**Gap between HOMO and LUMO**: 8.7979 eV
**Highest occupied orbital energy**: -0.2987 Eh
**LUMO**: 0.025 Ha
**DFT total energy**: -457.60243 a.u.
**Net charge**: 0

# 3
ORCA calculation (ωB97M-V with the def2-TZVPD basis set) on C58H75BrN3O2SbTi as an isolated structure.

XYZ file:
```
141
Properties=species:S:1:pos:R:3:forces:R:3:mulliken_charge:R:1
Ti -0.2127 -0.5130 -0.2475 -0.165 2.861 -1.386 -1.048
C -3.1632 0.7025 -0.9300 0.011 -0.089 0.168 -1.325
N -2.5748 -0.3504 -0.0682 -0.005 -0.215 0.131 1.385
C -3.1469 -1.6433 -0.5179 0.068 0.181 0.076 -1.264
C -2.9376 -0.1151 1.3654 0.032 -0.047 -0.188 -1.604
C -1.7489 0.2166 2.2551 0.135 -0.191 0.111 -0.593
N -0.5628 -0.6240 1.9574 0.228 -0.248 0.265 1.035
C -0.8123 -2.0135 2.4456 0.252 0.150 -0.232 -2.033
C 0.1485 -3.0809 1.9791 -0.140 0.113 0.237 0.590
C 0.7458 -3.9397 2.8831 0.025 0.002 0.100 -0.472
C 1.4712 -5.0484 2.4522 -0.108 0.043 -0.017 -0.429
C 1.4952 -5.2914 1.0832 0.017 -0.043 -0.073 -0.292
C 0.8821 -4.4641 0.1376 0.104 -0.279 -0.167 0.049
C 0.2748 -3.2996 0.6086 -0.309 0.374 -0.191 -0.080
O -0.2746 -2.3872 -0.2307 0.121 -0.765 0.144 0.468
C 0.7673 -4.8881 -1.3366 0.001 0.136 0.046 2.360
C -0.7248 -4.9987 -1.7023 -0.031 -0.006 0.037 -1.485
C 1.4409 -3.8727 -2.2680 0.048 -0.074 -0.034 -1.273
C 1.4043 -6.2547 -1.5930 0.046 -0.077 -0.021 -2.490
C 2.1402 -5.9746 3.4688 0.014 0.061 -0.007 2.409
C 1.0674 -6.6514 4.3325 -0.040 -0.030 0.043 -1.892
C 2.9723 -7.0638 2.7902 0.045 -0.005 -0.045 -2.222
C 3.0692 -5.1453 4.3676 0.008 0.041 -0.021 -1.756
C 0.6196 -0.0516 2.6770 -0.213 -0.137 -0.127 -1.660
C 1.9784 -0.6227 2.3474 -0.221 0.125 0.310 1.406
C 2.8484 -0.9074 3.3862 0.032 -0.049 0.100 -0.516
C 4.1867 -1.2047 3.1437 0.034 0.064 -0.025 0.234
C 4.5778 -1.2474 1.8105 0.070 -0.009 -0.033 -1.339
C 3.7357 -0.9793 0.7249 0.395 -0.060 -0.061 1.248
C 2.4185 -0.6429 1.0247 -0.527 0.378 -0.108 0.100
O 1.5257 -0.2308 0.0813 1.442 -1.047 0.770 1.805
C 4.3605 -1.0457 -0.6798 -0.119 -0.028 0.077 2.437
C 5.5274 -0.0541 -0.7647 0.087 0.059 -0.009 -1.893
C 3.3973 -0.6940 -1.8185 0.035 0.040 -0.030 -1.907
C 4.8792 -2.4777 -0.9045 0.017 -0.043 0.003 -1.800
C 5.2271 -1.3557 4.2631 -0.081 -0.005 -0.120 2.109
C 4.5634 -1.4154 5.6404 -0.004 -0.079 0.036 -1.827
C 6.1628 -0.1367 4.2224 0.055 0.015 -0.023 -1.471
C 6.0641 -2.6269 4.0749 -0.023 -0.105 -0.044 -1.501
H -4.2535 0.6127 -0.9223 -0.068 0.010 0.004 0.420
H -2.8051 0.5868 -1.9490 0.031 -0.043 -0.064 0.135
H -2.8649 1.6787 -0.5709 0.063 0.091 0.022 0.480
H -4.2369 -1.6154 -0.4455 -0.098 0.001 0.006 0.464
H -2.7635 -2.4645 0.0775 0.071 -0.034 0.049 0.360
H -2.8709 -1.8204 -1.5544 0.023 0.027 -0.035 0.088
H -3.4643 -0.9932 1.7349 -0.026 -0.084 0.004 0.428
H -3.6344 0.7196 1.4342 -0.095 0.027 -0.026 0.433
H -2.0409 0.0888 3.3043 -0.020 -0.048 0.061 0.370
H -1.4601 1.2500 2.1037 0.053 0.044 0.002 0.474
H -1.8087 -2.2992 2.1128 -0.081 0.009 -0.043 0.957
H -0.8303 -1.9901 3.5373 -0.002 0.004 0.139 0.350
H 0.6287 -3.7355 3.9454 0.029 -0.025 -0.083 0.331
H 2.0006 -6.1784 0.7274 -0.043 0.080 0.024 0.653
H -1.2251 -4.0329 -1.6128 0.043 -0.057 0.014 -0.011
H -1.2300 -5.7092 -1.0402 0.034 0.030 -0.065 0.335
H -0.8316 -5.3543 -2.7332 0.011 0.025 0.077 0.445
H 1.0289 -2.8780 -2.1297 -0.006 0.005 0.000 -0.344
H 1.2898 -4.1667 -3.3132 0.014 0.008 0.065 0.690
H 2.5165 -3.8280 -2.0829 -0.047 -0.016 -0.018 0.061
H 0.9494 -7.0409 -0.9817 0.040 0.074 -0.064 0.413
H 2.4829 -6.2449 -1.4035 -0.106 -0.003 -0.010 0.406
H 1.2539 -6.5213 -2.6434 0.033 0.014 0.074 0.474
H 0.4041 -7.2642 3.7154 0.039 0.034 0.039 0.376
H 0.4541 -5.9134 4.8565 0.043 -0.049 -0.037 0.327
H 1.5349 -7.2972 5.0835 -0.039 0.046 -0.054 0.474
H 2.3554 -7.7151 2.1646 0.043 0.031 0.054 0.426
H 3.4455 -7.6881 3.5519 -0.012 0.025 -0.030 0.455
H 3.7621 -6.6340 2.1660 -0.059 -0.035 0.051 0.359
H 2.5053 -4.4582 5.0054 0.037 -0.032 -0.063 0.310
H 3.7528 -4.5479 3.7585 -0.089 -0.086 0.042 0.121
H 3.6591 -5.7989 5.0174 -0.041 0.035 -0.014 0.592
H 0.4480 -0.1579 3.7534 -0.059 -0.013 0.075 0.418
H 0.6284 1.0136 2.4432 -0.015 0.000 -0.076 -0.781
H 2.4686 -0.8629 4.4022 0.021 0.024 -0.072 0.732
H 5.6171 -1.4735 1.5910 -0.089 0.017 0.009 0.156
H 5.1817 0.9658 -0.5777 0.020 -0.045 -0.021 0.171
H 5.9662 -0.0869 -1.7674 -0.008 -0.002 0.063 0.543
H 6.3195 -0.2786 -0.0451 -0.060 0.016 -0.044 0.262
H 3.0328 0.3309 -1.7340 0.027 -0.051 0.004 0.149
H 2.5332 -1.3540 -1.8480 0.026 -0.013 -0.015 -0.073
H 3.9352 -0.7932 -2.7670 -0.010 0.012 0.032 0.723
H 5.7481 -2.6964 -0.2767 -0.080 0.018 -0.031 0.315
H 5.1775 -2.6120 -1.9500 -0.001 0.015 0.089 0.495
H 4.1045 -3.2127 -0.6647 0.050 0.058 -0.045 0.095
H 4.0714 -0.4724 5.8892 -0.005 -0.017 -0.008 0.197
H 5.3221 -1.6037 6.4049 -0.036 0.027 -0.037 0.486
H 3.8241 -2.2222 5.6941 0.079 0.062 0.002 0.224
H 5.6008 0.7894 4.3640 0.005 0.000 0.002 0.103
H 6.6824 -0.0730 3.2605 -0.042 -0.013 0.093 0.243
H 6.9163 -0.2066 5.0154 -0.065 0.000 -0.071 0.517
H 5.4336 -3.5199 4.0950 0.110 0.112 0.025 0.211
H 6.7986 -2.7107 4.8818 -0.033 0.010 -0.060 0.513
H 6.6096 -2.6228 3.1278 -0.037 0.017 0.064 0.275
C -0.6307 -1.5797 -5.8350 0.065 0.111 0.110 -1.679
C -0.3573 -0.8253 -4.5548 0.072 0.098 -0.361 0.705
C 0.3848 0.3866 -4.5453 -0.136 -0.450 -0.713 -0.444
C 0.6677 1.0410 -3.3903 0.163 0.473 0.723 -1.612
C 0.2159 0.4770 -2.1801 -0.142 -0.559 0.885 -0.160
Br -0.3504 2.2549 0.1079 -0.220 0.245 0.345 -0.355
N -0.4976 -0.6105 -2.2240 -0.458 -1.115 -0.941 1.510
C -0.7890 -1.2942 -3.3500 -0.286 -0.094 -0.135 -0.664
H -0.8291 -0.8942 -6.6605 -0.005 -0.017 0.040 0.422
H -1.4911 -2.2429 -5.7289 0.061 0.047 0.023 0.385
H 0.2290 -2.1933 -6.1170 -0.018 0.044 0.022 0.302
H 0.7497 0.7801 -5.4931 -0.073 -0.057 0.090 0.419
H 1.2463 1.9591 -3.3934 -0.067 -0.084 0.051 0.570
H -1.3608 -2.2132 -3.2666 0.038 0.036 0.075 0.144
C 0.6219 7.3890 2.4199 -0.011 -0.037 -0.008 -0.455
C 1.7168 7.2211 1.5833 0.022 -0.100 0.011 -0.674
C 2.3420 5.9791 1.4866 -0.091 0.010 0.121 -0.244
C 1.8744 4.8919 2.2242 -0.024 0.141 -0.094 0.778
C 0.7730 5.0744 3.0627 0.035 0.071 -0.077 -0.781
C 0.1528 6.3133 3.1658 0.039 -0.020 -0.017 -0.648
Sb 2.7453 2.9274 2.1895 0.037 0.147 0.206 0.474
C 4.3628 3.3630 0.8650 0.102 -0.107 -0.211 0.575
C 4.0622 3.6953 -0.4618 0.147 -0.024 0.070 -0.611
C 5.0797 3.8717 -1.3946 -0.012 -0.029 0.107 -0.629
C 6.4077 3.6981 -1.0178 -0.060 0.017 0.015 -0.646
C 6.7157 3.3453 0.2898 -0.080 0.007 -0.004 -0.709
C 5.6988 3.1744 1.2249 -0.068 0.060 -0.099 -0.573
C 3.7789 3.2915 4.0456 0.093 0.060 0.103 0.411
C 4.6842 4.3419 4.2305 -0.089 -0.111 0.124 -0.512
C 5.2372 4.5892 5.4809 -0.048 -0.084 0.007 -0.691
C 4.8828 3.7985 6.5718 -0.009 -0.011 -0.065 -0.591
C 3.9774 2.7593 6.4064 0.016 0.054 -0.097 -0.358
C 3.4337 2.5078 5.1477 0.119 0.084 -0.025 -0.528
H 0.1296 8.3532 2.4864 0.047 -0.059 0.013 0.370
H 2.0878 8.0587 1.0022 -0.012 -0.052 0.027 0.393
H 3.2023 5.8691 0.8351 -0.039 0.001 0.024 0.348
H 0.3917 4.2416 3.6481 -0.002 0.028 -0.040 0.281
H -0.6995 6.4398 3.8252 0.050 -0.015 -0.049 0.384
H 3.0264 3.8148 -0.7708 0.055 -0.010 0.017 0.458
H 4.8369 4.1407 -2.4168 0.004 -0.021 0.046 0.420
H 7.2005 3.8328 -1.7446 -0.036 -0.009 0.026 0.380
H 7.7495 3.1989 0.5829 -0.051 0.003 -0.008 0.421
H 5.9515 2.8905 2.2412 -0.001 0.009 -0.032 0.375
H 4.9502 4.9814 3.3951 -0.008 -0.021 0.011 0.425
H 5.9401 5.4047 5.6095 -0.035 -0.029 -0.005 0.396
H 5.3097 3.9979 7.5489 -0.025 -0.014 -0.070 0.374
H 3.6941 2.1454 7.2541 0.011 0.011 -0.031 0.420
H 2.7320 1.6868 5.0258 0.021 0.019 0.000 0.130
```
Positions in Å, forces in eV/Å.

Computed properties:
**Gap between HOMO and LUMO**: 7.6409 eV
**Highest occupied orbital energy**: -0.2726 Eh
**LUMO**: 0.008 Ha
**DFT total energy**: -6233.72562 a.u.
**Net charge**: 0

We obtain ΔE to the lowest compared entry with this formula, charge and spin values of 6.329, 3.986, 0.790 eV for the records listed above, in that order.